No. 1
Formula: C21H21N5O2
Source: the OMol25 dataset
Level of theory: ωB97M-V with the def2-TZVPD basis set

```
49
Properties=species:S:1:pos:R:3:mulliken_charge:R:1
O 1.288 1.335 0.649 -0.524
O 2.149 3.281 -5.510 -0.596
N -4.327 2.216 4.013 -0.507
N 0.210 2.930 -4.580 -0.198
N -4.588 -1.520 4.068 -0.433
N -2.285 -1.940 3.294 0.254
N -1.163 3.215 -7.004 -0.639
C -0.234 1.870 -1.044 -0.247
C -0.025 -1.620 2.140 -0.486
C -1.250 -1.184 2.687 0.077
C -0.516 2.228 -2.357 -0.855
C 1.065 1.670 -0.628 0.660
C 0.405 0.624 1.362 0.054
C 1.817 1.926 -2.920 -0.317
C -2.968 0.240 3.174 -0.455
C -1.582 0.166 2.657 0.897
C 0.349 3.368 -7.058 -0.509
C 0.504 2.290 -3.322 0.505
C -2.206 -5.791 4.128 -0.647
C 0.741 -0.689 1.518 -0.072
C -2.412 -3.380 2.990 -1.805
C -3.806 1.337 3.569 -0.084
C 0.986 3.279 -5.685 0.446
C -0.727 1.088 2.012 -0.960
C -3.304 -1.065 3.646 0.593
C 2.103 1.494 -1.611 -0.799
C -2.020 -4.241 4.194 0.313
C -0.774 -5.242 4.001 -0.677
H -1.376 2.145 -6.931 0.227
H -1.645 3.654 -7.746 0.203
H -3.389 -3.529 2.669 0.507
H -0.069 -5.588 4.805 0.280
H 2.997 1.287 -1.105 0.449
H -2.251 -3.722 5.204 0.370
H -1.055 2.089 2.055 0.633
H -5.470 -0.989 4.002 0.212
H 0.417 -2.646 2.243 0.210
H -2.582 -6.439 4.974 0.281
H -1.782 -3.523 2.181 0.670
H -4.626 -2.444 4.442 0.206
H -0.347 -5.018 3.072 0.226
H -1.030 1.924 -0.307 0.367
H -1.545 2.563 -2.664 0.196
H 0.612 4.295 -7.452 0.400
H -2.580 -6.107 3.156 0.253
H -0.777 3.110 -4.712 0.270
H 0.740 2.663 -7.688 0.324
H 1.754 -0.973 1.153 0.379
H 2.668 2.192 -3.575 0.346
```

Results
Energy above the lowest of the compared OMol25 structures with the same formula, charge and spin   3.8064 eV
SMILES   N#Cc1c(N)n(CC2CC2)c2ccc(Oc3ccc(NC(=O)CN)cc3)cc12
HOMO energy   -7.9 eV
Spin multiplicity   1

***

No. 2
Formula: ClH12O6
Source: the OMol25 dataset
Level of theory: ωB97M-V with the def2-TZVPD basis set

```
19
Properties=species:S:1:pos:R:3:mulliken_charge:R:1
Cl 0.653 0.112 0.564 -0.996
O -0.639 -2.765 -4.473 -0.652
O 0.144 -3.568 4.529 -0.660
O -3.775 1.192 3.073 -0.660
O -3.612 2.336 -2.664 -0.653
O 2.804 5.309 1.375 -0.659
O 5.334 -1.623 -2.222 -0.656
H -4.357 0.901 2.371 0.303
H -2.792 2.494 -2.197 0.343
H -2.896 0.974 2.762 0.354
H -4.152 1.848 -2.043 0.310
H 2.463 5.364 2.268 0.312
H 4.477 -1.280 -1.970 0.348
H -0.589 -4.067 4.167 0.308
H 5.149 -2.489 -2.585 0.308
H -0.837 -2.364 -3.626 0.342
H 2.803 4.373 1.175 0.347
H 0.461 -3.042 3.795 0.351
H -0.641 -3.706 -4.298 0.309
```

Results
Energy above the lowest of the compared OMol25 structures with the same formula, charge and spin   1.9895 eV
Net charge   -1
HOMO energy   -4.3 eV
Spin multiplicity   1